{"formula": "C3H6N2S2", "method": "the ωB97M-V functional and the def2-TZVPD basis", "gap_ev": [7.5, 7.0], "homo_energy_ev": [-8.7, -8.5], "total_charge": 0, "e_above_lowest_ev": 4.173, "lumo_ev": [-1.229, -1.526], "symbols": ["S", "S", "N", "N", "C", "C", "C", "H", "H", "H", "H", "H", "H"], "coordinates": [[1.07703, -2.34341, 1.28976], [-1.79345, -0.51823, 0.82486], [3.06842, -3.59585, 0.14051], [0.28414, 0.60773, -0.32483], [-2.68139, 1.15758, 0.60760], [-0.33336, -0.28064, 0.23341], [2.58068, -2.46504, 0.40130], [-3.69020, 0.94190, 0.26692], [3.10933, -1.43344, 0.35556], [3.99191, -3.32011, -0.17533], [1.31228, 0.49184, -0.47591], [-2.69587, 1.57288, 1.72183], [-1.96896, 1.66120, -0.17469]], "forces_ev_per_a": [[-1.48, 1.02, -0.61], [-3.80, -0.85, 1.39], [0.69, 0.49, -0.41], [1.81, -0.19, -0.63], [2.42, 0.22, 1.15], [3.67, -0.05, -0.18], [-0.76, 2.29, 1.20], [0.17, 0.07, -0.17], [-0.46, -1.67, -0.46], [0.68, -0.84, -0.38], [-1.27, 0.30, 0.13], [0.14, -0.41, -2.77], [-1.80, -0.38, 1.75]]}


{"formula": "C24H38Cl2MnN6OS", "method": "the ωB97M-V functional and the def2-TZVPD basis", "gap_ev": [4.5, 4.8], "homo_energy_ev": [0.3, -0.1], "total_charge": -2, "spin_multiplicity": 6, "lumo_ev": [4.735, 4.730], "symbols": ["Mn", "Cl", "Cl", "S", "O", "N", "N", "N", "N", "N", "N", "C", "C", "C", "C", "C", "C", "C", "C", "C", "C", "C", "C", "C", "C", "C", "C", "C", "C", "C", "C", "C", "C", "C", "C", "H", "H", "H", "H", "H", "H", "H", "H", "H", "H", "H", "H", "H", "H", "H", "H", "H", "H", "H", "H", "H", "H", "H", "H", "H", "H", "H", "H", "H", "H", "H", "H", "H", "H", "H", "H", "H", "H"], "coordinates": [[-0.14641, -0.66867, -0.04280], [4.35187, -0.25449, -1.65106], [0.16220, -3.61796, -0.76412], [3.30349, -0.55098, 1.57983], [4.42872, -1.48789, 1.26204], [-1.34117, -1.07416, -2.17690], [-1.40869, -0.88455, 1.38382], [0.80725, 1.56942, 0.59475], [1.07759, 0.84241, -2.08091], [-1.94099, 1.27461, -0.66216], [1.89827, -1.29033, -0.06645], [4.08219, 0.30645, 3.12301], [2.21302, -4.14456, -2.43797], [1.56775, 2.14900, -1.69927], [1.72209, -3.27370, -1.49112], [0.51574, -0.78366, -3.84513], [-2.87828, 0.76258, -1.63495], [4.07013, -2.67886, -2.76414], [-1.97910, -1.14363, 2.53627], [-2.44843, -2.46768, 2.91219], [-0.11950, 2.47700, 1.24926], [-2.22826, -0.15235, 3.56944], [1.87659, 2.16013, -0.20091], [2.36596, -2.05275, -1.02464], [-2.71680, -0.73920, -1.82161], [-0.93872, 3.37967, 0.33334], [3.42175, -3.87478, -3.07700], [-3.22842, -1.75393, 5.10421], [-1.85878, 2.71805, -0.71179], [2.14357, -1.48422, 2.62834], [1.12017, 0.57666, -3.50080], [3.56270, -1.81631, -1.81885], [-2.81040, -0.45751, 4.78611], [-0.98938, -0.88375, -3.58401], [-3.02678, -2.74610, 4.13338], [-3.67305, -1.98615, 6.06520], [-2.28652, -3.26006, 2.18720], [2.48974, 2.41854, -2.24379], [-2.94817, 0.33621, 5.51806], [1.21467, 0.96758, 1.30188], [-1.46212, 0.03972, -3.93215], [0.81061, 2.90518, -1.94959], [2.15046, 0.62053, -3.89720], [4.98025, -2.40775, -3.28726], [1.63338, 0.13934, -1.57875], [2.43280, -1.43051, 3.67697], [-1.39637, -1.70627, -4.18999], [-2.67896, 1.26946, -2.58755], [1.65061, -5.04186, -2.67326], [0.41320, 3.15035, 1.94149], [-1.15556, -2.03937, -1.92666], [-1.90293, 0.86536, 3.37478], [-3.43922, -1.08251, -2.57880], [2.19210, -2.50750, 2.26215], [1.12754, -1.11307, 2.47598], [-3.33034, -3.76761, 4.35489], [3.83498, -4.55974, -3.80636], [4.89995, 0.92286, 2.73663], [3.32446, 0.94672, 3.58994], [-1.55100, 3.99782, 0.99528], [-2.85935, 3.18173, -0.63418], [-0.26082, 4.06612, -0.18389], [4.48152, -0.41452, 3.84333], [-2.93496, -1.22747, -0.86826], [-1.49439, 2.97260, -1.71368], [0.54844, 1.36284, -4.01792], [-2.11981, 0.88632, 0.27314], [1.04173, -1.56100, -3.28104], [2.77522, 1.56063, -0.05093], [2.09886, 3.18692, 0.12773], [-0.79447, 1.85274, 1.83764], [0.69371, -0.97578, -4.90778], [-3.92952, 0.98442, -1.38197]], "forces_ev_per_a": [[0.62, 0.16, 0.02], [0.06, 0.01, 0.02], [0.03, -0.35, 0.08], [0.81, 0.34, 1.68], [-0.14, 0.01, -0.23], [0.10, -0.34, 0.19], [-0.31, 0.37, 0.22], [0.02, -0.05, 0.04], [0.23, -0.06, -0.06], [-0.27, 0.12, 0.19], [-0.47, -0.20, -1.40], [-0.08, -0.06, -0.47], [-0.05, 0.06, 0.12], [-0.18, -0.03, 0.02], [0.14, -0.04, -0.17], [-0.08, 0.15, 0.21], [0.15, 0.01, -0.03], [-0.03, 0.05, 0.04], [0.01, -0.06, -0.35], [0.00, -0.01, 0.18], [-0.04, -0.04, 0.03], [0.01, -0.13, 0.16], [-0.12, 0.00, -0.12], [-0.28, 0.17, 0.58], [0.06, 0.07, 0.00], [0.04, -0.07, -0.12], [0.01, -0.04, -0.05], [0.01, 0.00, 0.01], [0.07, -0.07, -0.06], [-0.13, 0.06, -0.22], [-0.08, 0.01, -0.02], [-0.03, -0.14, -0.13], [0.00, -0.05, -0.14], [0.14, 0.17, 0.08], [0.04, 0.11, -0.11], [-0.01, 0.01, 0.00], [-0.01, 0.01, 0.00], [0.04, 0.06, 0.03], [0.01, 0.03, 0.00], [0.12, 0.03, 0.02], [-0.04, 0.00, -0.01], [0.01, 0.00, -0.04], [0.01, 0.01, -0.01], [0.01, 0.05, 0.02], [0.00, 0.02, 0.01], [0.04, 0.01, -0.02], [-0.11, 0.01, -0.04], [0.01, 0.02, 0.00], [-0.01, 0.02, 0.00], [0.01, 0.01, 0.09], [-0.09, -0.10, -0.09], [-0.01, 0.02, -0.01], [-0.05, -0.05, -0.01], [-0.05, 0.05, -0.05], [-0.04, -0.07, 0.06], [0.00, -0.02, -0.03], [-0.01, 0.01, 0.00], [-0.07, -0.02, 0.03], [0.04, -0.04, 0.01], [0.04, 0.03, 0.03], [-0.04, 0.03, -0.01], [-0.02, 0.02, 0.01], [-0.09, -0.03, -0.10], [0.02, -0.05, -0.01], [0.00, 0.00, -0.03], [0.01, 0.00, 0.00], [0.07, -0.05, -0.02], [0.00, -0.03, -0.09], [-0.05, -0.05, 0.07], [0.02, 0.04, -0.02], [0.05, -0.05, 0.03], [0.01, -0.05, 0.00], [-0.05, -0.01, -0.01]]}


{"formula": "C3H11N2S", "method": "the ωB97M-V functional and the def2-TZVPD basis", "gap_ev": 9.8, "homo_energy_ev": -13.6, "total_charge": 1, "smiles": "C[C@H](N)[C@@H]([NH3+])S", "e_above_lowest_ev": 1.947, "lumo_ev": -3.837, "symbols": ["S", "N", "N", "C", "C", "C", "H", "H", "H", "H", "H", "H", "H", "H", "H", "H", "H"], "coordinates": [[-2.29606, -1.10994, 0.34211], [-1.11360, 1.37630, -0.26247], [0.94731, -1.47028, 0.83883], [0.61332, -0.16967, 0.38979], [1.16532, 0.15887, -1.03177], [-0.88030, 0.18775, 0.59374], [2.00026, -1.57677, 0.91813], [-0.42109, 2.09926, -0.08401], [2.18988, -0.38767, -1.01200], [1.05099, 0.58016, 1.02037], [-1.64814, -2.15896, 0.95558], [-1.12431, 1.04724, -1.28271], [1.26069, 1.24871, -1.25226], [-1.09128, 0.60854, 1.67678], [0.65068, -0.19221, -1.88607], [-1.96284, 1.94147, -0.06900], [0.65918, -2.18282, 0.14498]], "forces_ev_per_a": [[1.70, 0.67, -0.04], [-1.51, 0.36, -1.75], [1.32, -1.51, 0.04], [-0.61, 0.78, -1.34], [2.07, 0.04, 0.89], [-1.54, -0.36, 3.01], [-1.82, 0.22, 0.05], [0.82, -0.26, -0.38], [-1.55, 1.45, -0.43], [0.78, 0.15, 0.65], [-0.18, 0.85, -0.31], [0.13, 0.99, 1.49], [0.53, -0.67, 0.46], [0.75, -1.12, -2.01], [-0.90, -1.06, -0.73], [-0.15, -1.08, -0.13], [0.18, 0.56, 0.53]]}


Number 2 is which compound?
C24H38Cl2MnN6OS